A single C11H20ClN2O4P molecule in a non-equilibrium geometry. Source: the Open Molecules 2025 dataset; level of theory: wB97M-V/def2-TZVPD.

```
39
Properties=species:S:1:pos:R:3:forces:R:3:mulliken_charge:R:1
C 3.063600 2.038172 1.163626 -0.25 0.48 -1.20 -1.245
C 2.160052 1.259343 0.068108 -0.01 -0.11 0.00 0.320
C 2.289147 2.074395 -1.308113 -0.11 0.71 0.41 -1.164
C 2.522868 -0.311839 -0.055693 0.29 -0.29 0.78 0.744
C 4.106557 -0.593473 -0.199370 0.37 -0.34 0.41 -1.235
C 1.682955 -1.079232 -1.189039 1.92 1.50 -1.02 -0.591
O 1.038972 -2.310731 -0.760288 -2.72 1.43 1.32 -0.404
C -0.264421 -2.074272 -0.203601 -1.95 0.45 -1.71 0.354
C -0.509361 -2.510676 1.280431 -0.67 2.46 -1.14 -0.169
N -1.806272 -2.334407 1.848606 1.70 -1.43 -1.97 -1.076
N -2.725585 -1.765734 1.092872 -1.19 1.35 -3.30 0.527
C -2.737185 -1.293715 -0.249446 3.16 -1.00 -0.21 0.521
C -4.022299 -0.617814 -0.959249 2.14 0.62 -0.19 -0.759
P -4.637820 0.732357 0.199059 -1.67 0.03 3.57 0.861
O -5.550207 0.073648 1.260111 2.27 1.62 -2.63 -0.661
O -5.368255 2.006647 -0.652841 1.59 -1.85 1.53 -0.503
O -3.271938 1.408859 0.998908 -2.32 -0.82 -1.53 -0.480
C -1.381926 -1.459037 -1.063912 0.02 -1.60 5.16 -0.478
H 3.957627 2.494298 0.584330 -1.18 -0.86 1.21 0.309
H 2.441454 2.945588 1.516473 1.07 -1.55 -0.21 0.344
H 3.425337 1.378785 2.020232 -0.65 0.99 -1.12 0.284
H 1.070924 1.318378 0.446155 1.61 -0.23 -0.74 0.220
H 1.794174 1.584676 -2.212037 0.63 0.58 1.25 0.322
H 3.387704 2.311463 -1.569011 -1.64 -0.56 0.39 0.260
H 1.773555 3.097866 -1.137037 0.82 -1.59 -0.42 0.315
H 2.213473 -0.776183 0.955915 0.43 0.84 -1.77 0.012
H 4.453269 -1.190321 0.730103 -0.42 1.07 -1.51 0.270
H 4.747327 0.355224 -0.264047 -1.04 -1.28 0.14 0.303
H 4.389657 -1.240482 -1.101510 -0.58 0.93 1.15 0.305
H 2.447011 -1.386698 -2.003334 -1.46 0.24 1.26 0.255
H 0.991317 -0.317878 -1.684435 0.39 -1.37 0.75 0.106
H 0.346986 -2.999438 1.873071 -2.13 0.05 -1.36 0.468
H -3.642751 -1.631530 1.575675 1.00 -0.17 -0.28 0.327
H -3.592178 -0.094356 -1.898283 -0.72 -1.02 1.41 0.314
H -4.805301 -1.382588 -1.273852 0.80 1.29 0.75 0.383
H -5.575191 2.719572 -0.003779 0.16 -0.64 -0.54 0.346
H -3.458067 1.462639 1.964512 -0.01 -0.29 -0.84 0.346
H -1.274783 -1.122094 -2.142503 -0.10 -0.55 1.74 0.369
Cl 0.319576 -0.769412 2.353194 0.45 0.94 0.48 -0.421
```
Forces are in eV/Å.

electronic energy: -44708.665 eV
gap between HOMO and LUMO: 7.17 eV

A single C11H20F4O7P2 molecule in a non-equilibrium geometry. Source: the Open Molecules 2025 dataset; level of theory: wB97M-V/def2-TZVPD.

```
44
Properties=species:S:1:pos:R:3:forces:R:3:mulliken_charge:R:1
C -0.132512 6.096160 -0.521056 1.62 0.76 -0.57 -1.338
C -0.425340 4.875154 0.243862 0.51 -0.63 0.56 0.136
O -1.091887 3.924822 -0.596696 -1.40 -2.38 0.38 -0.406
P -0.847237 2.361131 -0.240467 4.13 0.85 0.10 1.117
O 0.358715 1.820470 -0.959654 -1.85 0.52 0.83 -0.714
O -0.644114 2.319428 1.380166 -1.40 -0.28 -3.24 -0.278
C 0.423325 1.452264 1.796511 -0.43 0.56 2.86 0.400
C 1.150647 2.449313 2.696007 1.42 -2.00 1.17 -1.420
O -2.136622 1.498187 -0.515020 -0.77 1.95 -0.73 -0.501
C -2.100530 0.179237 -0.270395 -0.87 -2.24 1.63 0.231
C -2.702034 -0.260767 0.855471 0.06 -0.11 -0.45 0.259
F -2.962794 0.611385 1.806411 -0.47 -0.77 0.00 -0.187
F -3.155123 -1.502700 1.110086 1.02 1.89 -0.20 -0.218
C -1.759691 -0.797815 -1.345603 -2.35 0.54 -3.20 0.976
F -1.506136 -0.160033 -2.530649 1.73 0.26 0.87 -0.299
F -2.992196 -1.344683 -1.753797 0.56 -1.25 1.25 -0.319
P -0.525806 -2.110415 -0.780542 2.31 -3.89 0.95 0.699
O -0.328647 -1.844918 0.652256 -0.25 0.45 -0.16 -0.649
O -1.175378 -3.620339 -1.075554 0.90 2.10 -0.12 -0.366
C -0.148429 -4.650032 -1.117022 0.59 -1.28 -0.11 0.088
C -0.670682 -6.076243 -0.977114 0.62 0.96 0.72 -1.435
O 0.995944 -2.400546 -1.451309 -2.74 1.59 -0.12 -0.317
C 2.077395 -1.531144 -1.070730 0.62 1.03 -1.06 0.519
C 2.912894 -2.184940 -0.037948 2.65 -1.71 1.20 -1.025
H 0.638015 6.623467 0.080406 -0.38 -0.02 -0.44 0.366
H 0.370419 5.762401 -1.458012 -0.49 0.60 0.43 0.310
H -0.938698 6.802864 -0.696913 -0.23 -0.30 -0.15 0.334
H -0.971386 5.047770 1.154253 -0.58 0.03 0.29 0.344
H 0.522348 4.434742 0.549390 0.12 0.00 0.00 0.044
H 1.017757 1.026616 0.963937 -0.47 0.39 0.68 0.007
H -0.021600 0.689665 2.480159 0.23 0.10 -1.04 0.248
H 1.840763 1.842008 3.327697 0.29 0.64 -0.63 0.416
H 0.583585 2.984970 3.475286 -0.48 -0.25 -0.90 0.277
H 1.649644 3.110224 2.023884 0.74 0.77 0.05 0.359
H 0.361236 -4.588390 -2.088492 0.06 0.26 0.52 0.314
H 0.540310 -4.577388 -0.264189 0.04 0.75 -0.47 0.199
H -1.345515 -6.263340 -1.765093 -1.36 -0.47 -0.49 0.386
H -1.039899 -6.190179 0.054481 -0.26 -0.43 -0.65 0.349
H 0.179039 -6.750102 -1.166710 -0.13 0.26 0.36 0.360
H 2.648756 -1.287789 -2.010724 -0.50 -0.48 0.89 0.326
H 1.760012 -0.577834 -0.704921 -0.82 0.62 0.14 -0.460
H 3.689306 -1.563705 0.530666 -1.25 -0.19 -1.15 0.356
H 2.339567 -2.674288 0.783949 0.11 0.31 -0.87 0.232
H 3.562579 -2.954688 -0.566272 -0.86 0.48 0.88 0.279
```
Forces are in eV/Å.

structure (SMILES): CCOP(=O)(OCC)OC(=C(F)F)C(F)(F)P(=O)(OCC)OCC
electronic energy: -55512.465 eV
gap between HOMO and LUMO: 10.42 eV

A molecular structure, C11H20MnN2O3 in a non-equilibrium geometry. Source: the Open Molecules 2025 dataset; level of theory: wB97M-V/def2-TZVPD.

```
37
Properties=species:S:1:pos:R:3:forces:R:3:mulliken_charge:R:1
Mn -0.231378 -0.526954 0.335243 0.08 0.71 -0.15 0.776
C 0.593218 -0.414349 3.256793 -0.05 -0.01 0.03 -0.640
O 0.873873 -0.731088 1.820307 -0.06 -0.04 -0.12 -0.256
C 2.070155 -1.591092 1.601860 0.01 -0.03 -0.02 -0.487
C 2.423979 -1.439872 0.140260 0.02 0.02 0.00 -0.398
O 1.119552 -1.363783 -0.583001 -0.05 0.02 0.04 0.058
C 0.689259 -2.311675 -1.655561 -0.01 0.00 -0.02 -0.394
C -0.619506 -2.906394 -1.185555 0.03 -0.01 0.00 -0.513
O -1.310039 -1.830812 -0.416559 0.08 0.09 0.04 -0.403
C -2.752847 -2.129900 -0.126491 -0.03 0.01 0.03 -0.626
H 1.378067 0.259138 3.595100 0.01 0.01 -0.01 0.295
H -0.384133 0.063130 3.296229 0.00 0.00 0.00 0.340
H 0.587790 -1.353747 3.806270 0.00 0.00 0.00 0.354
H 2.871831 -1.227648 2.246624 0.00 0.01 0.01 0.489
H 1.789463 -2.605186 1.887201 0.00 0.00 0.01 0.398
H 2.948832 -0.513539 -0.084463 0.00 0.00 0.00 0.267
H 2.987258 -2.291061 -0.241203 0.00 0.00 0.00 0.483
H 0.594242 -1.714068 -2.559859 0.00 0.00 0.00 0.314
H 1.462755 -3.067828 -1.786483 0.00 0.00 0.00 0.415
H -1.255252 -3.188834 -2.025713 -0.01 0.00 0.00 0.481
H -0.505224 -3.746214 -0.500082 0.00 0.00 0.00 0.421
H -3.285357 -2.081774 -1.073764 0.01 0.01 -0.01 0.311
H -2.796781 -3.118906 0.325286 0.01 0.00 0.00 0.350
H -3.103199 -1.364776 0.564385 0.00 0.00 0.00 0.342
N -0.749414 5.076307 -1.418043 0.03 -0.23 0.07 -0.218
C -0.575205 3.852304 -1.034735 -0.05 0.41 -0.13 1.140
C -1.361800 3.281675 0.049141 -0.02 -0.32 0.17 -0.564
C -1.138107 2.003780 0.417157 -0.26 0.38 0.03 -0.367
N -0.175951 1.202958 -0.196156 0.02 -0.98 0.31 0.084
C 0.568279 1.720660 -1.249144 0.12 0.36 -0.35 -0.383
C 0.411220 2.993966 -1.672448 0.11 -0.37 0.05 -0.597
H -1.437696 5.696246 -0.982148 0.02 -0.02 -0.01 0.304
H -0.209210 5.494952 -2.180299 -0.01 -0.02 0.02 0.302
H -2.107997 3.874983 0.568251 0.01 0.00 0.00 0.435
H -1.697656 1.566079 1.242528 0.00 0.00 0.00 0.529
H 1.296726 1.061530 -1.700639 0.00 0.01 0.00 0.538
H 1.030249 3.371794 -2.480288 0.00 0.00 0.01 0.424
```
Forces are in eV/Å.

2S+1: 2
electronic energy: -52123.664 eV
gap between HOMO and LUMO (spin up / spin down): 5.62 / 5.65 eV
net charge: +4

2 unconnected molecules or ions with the total composition C11H20N3O in a non-equilibrium geometry. Source: the Open Molecules 2025 dataset; level of theory: wB97M-V/def2-TZVPD.

```
35
Properties=species:S:1:pos:R:3:forces:R:3:mulliken_charge:R:1
C -2.848013 0.890317 2.020680 0.25 2.99 0.56 -0.682
C -2.923029 1.248851 3.483094 -2.75 0.95 2.33 -1.188
C -1.841341 -0.147201 1.782744 0.08 0.20 0.40 0.736
C -0.493440 0.215411 2.019212 0.04 0.55 0.08 -0.535
C -2.181560 -1.409833 1.292215 -0.58 -0.04 -0.36 -0.563
C 0.519961 -0.648134 1.597534 0.47 3.49 -0.32 -0.338
C -1.105082 -2.084318 0.724668 -1.22 -2.94 -2.78 -0.304
C 0.213733 -1.670631 0.758690 -0.93 0.16 0.99 0.441
O 1.285754 -2.109067 0.009846 2.57 -2.77 2.57 -0.802
H -3.862171 0.670590 1.828612 -0.98 -0.99 -0.88 0.330
H -2.679463 1.838922 1.411113 0.25 -1.19 0.54 0.289
H -3.516398 2.254052 3.718553 -0.07 -2.46 -0.88 0.315
H -0.194331 1.273973 2.393704 -0.83 -2.11 -0.51 0.357
H -3.283113 -1.872818 1.173388 2.75 1.55 0.32 0.257
H 1.511962 -0.156405 1.460221 -0.45 -0.83 0.69 0.232
H -1.478778 -2.898826 0.001974 1.24 0.80 1.28 0.287
H 1.957787 -2.432196 0.760269 -1.93 0.72 -2.69 0.423
H -2.133687 1.609349 4.087591 2.14 -0.47 -0.12 0.371
H -3.330767 0.303106 4.023303 0.31 1.95 -0.54 0.278
C 1.589413 2.346418 -2.463214 -8.90 1.63 -0.48 -0.701
C 0.688205 2.478055 -1.107360 2.56 -1.26 -0.55 -0.776
C 1.745394 -0.022886 -2.387412 -4.02 -1.82 1.06 0.639
N 1.313694 1.058149 -3.084449 0.27 -1.12 -0.99 -0.322
N 0.656392 -0.872348 -2.131734 -0.25 -0.04 -1.66 -0.354
N 2.892762 -0.323967 -1.690941 -4.91 1.27 -1.60 -0.238
H 1.093588 3.171804 -3.150496 1.39 -1.69 1.11 0.324
H 2.533756 2.524107 -2.382456 5.82 0.97 0.64 0.409
H 1.043175 1.848302 -0.257811 0.42 0.47 -0.59 0.088
H -0.222503 1.954970 -1.331607 -1.03 0.75 -0.19 0.286
H 0.372191 0.866302 -3.616500 2.66 0.89 1.67 0.365
H -0.353550 -0.820844 -2.552491 3.04 0.59 0.94 0.231
H 0.829777 -1.793865 -1.752100 0.18 0.08 -0.07 0.305
H 3.766386 -0.063461 -1.947415 2.93 1.16 -1.01 0.200
H 2.740074 -1.124295 -1.155355 0.17 -1.40 1.20 0.217
H 0.694640 3.510637 -0.766513 -0.66 -0.08 -0.17 0.422
```
Forces are in eV/Å.

electronic energy: -18239.846 eV
gap between HOMO and LUMO: 8.74 eV
net charge: +1